one:
Formula: C10H30O5S5
Source: the OMol25 dataset
Level of theory: ωB97M-V/def2-TZVPD

```
50
Properties=species:S:1:pos:R:3:lowdin_charge:R:1
C 1.4365 -0.5175 6.0320 -0.2836
S 0.2985 -1.8625 6.2160 0.8350
O -1.1635 -1.3845 6.1310 -0.5583
C 0.6795 -2.6425 4.6540 -0.2512
H 1.5555 -0.0825 6.8990 -0.0382
H 0.8905 0.2635 5.6310 0.0232
H 2.6445 -0.8525 5.7790 0.1719
H 1.7205 -2.9235 4.7100 0.0604
H 0.7655 -1.9065 3.9600 -0.0345
H -0.0915 -3.3185 4.3650 0.0619
C -0.0005 1.0245 -5.3210 -0.2646
S 1.1235 1.6535 -4.0750 0.8043
O 1.9195 0.4315 -3.6730 -0.5598
C 2.0905 2.7615 -5.1380 -0.2646
H 0.2705 0.2195 -5.7550 -0.0361
H -0.2085 1.8825 -6.1800 0.1367
H -0.8875 0.5805 -4.8600 0.0553
H 1.9105 3.9095 -5.2260 0.1076
H 1.9875 2.1485 -5.9770 -0.0014
H 3.1485 2.6915 -5.0050 0.0405
C 0.7685 0.4395 2.0660 -0.2851
S 2.1335 -0.4585 1.3510 0.8445
O 1.6535 -1.9235 1.2470 -0.5797
C 1.9845 0.3045 -0.2760 -0.2382
H 1.2115 1.4895 2.1360 0.0854
H 0.4825 0.0015 3.0830 0.0567
H -0.2065 0.2625 1.6150 0.0344
H 2.7745 -0.2545 -0.9320 0.1103
H 1.9125 1.1945 -0.2630 -0.0841
H 0.9645 -0.0285 -0.6740 0.0706
C -1.5425 -2.2115 -0.8320 -0.3430
S -1.2255 -3.4815 0.2630 0.8289
O -2.5255 -4.2555 0.2390 -0.5487
C -0.0365 -4.2025 -0.9520 -0.2350
H -0.8315 -1.4115 -0.9350 0.0248
H -2.2235 -1.5655 -0.3000 0.0448
H -1.7025 -2.4585 -1.8520 0.0598
H 0.0665 -5.0685 -0.4490 -0.0214
H 0.7865 -3.3705 -1.0540 0.1000
H -0.5675 -4.5285 -1.8720 0.0703
C -2.0445 2.0235 0.4010 -0.3678
S -3.3675 2.9045 -0.1910 0.8421
O -3.5215 4.0655 0.8150 -0.5545
C -2.6565 3.6335 -1.6800 -0.2263
H -1.5315 1.2635 -0.2500 0.0505
H -2.3635 1.2325 1.0400 0.0259
H -1.0975 2.6885 0.8730 0.1482
H -1.9335 4.3995 -1.3390 0.0836
H -3.1905 4.3035 -2.1820 0.0060
H -2.2605 2.9365 -2.2610 -0.0077
```

* 2S+1: 1
* total charge: 0
* E_LUMO: 0.0008 Eh

***

two:
Formula: C10H30O5S5
Source: the OMol25 dataset
Level of theory: ωB97M-V/def2-TZVPD

```
50
Properties=species:S:1:pos:R:3:lowdin_charge:R:1
C 1.0294 0.1391 -1.3432 -0.2425
S 1.8434 -1.4779 -1.4722 0.7809
O 3.1124 -1.5149 -0.6672 -0.5699
C 0.7024 -2.4049 -0.4402 -0.2702
H 1.5204 0.3691 -0.3542 0.0844
H 0.0634 -0.2209 -1.5572 -0.0184
H 1.3434 0.8371 -2.1362 0.0437
H 1.0974 -3.4179 -0.3032 0.0558
H -0.4046 -2.1629 -0.9582 0.1103
H 0.5514 -1.7029 0.4028 0.0214
C -1.2166 -0.9119 2.7628 -0.2667
S -2.9086 -1.1089 3.3548 0.8925
O -3.6326 0.2401 3.1148 -0.5681
C -3.4306 -2.3269 2.0178 -0.2312
H -0.9966 -0.2999 2.1188 -0.0645
H -0.4746 -1.7949 2.6718 0.0936
H -0.7366 -0.4959 3.6138 0.0373
H -4.4206 -2.3309 1.9878 -0.0263
H -3.1286 -3.3579 2.2868 0.0564
H -2.8486 -2.0699 0.9998 0.0868
C 3.4134 -4.3179 2.3358 -0.2271
S 2.6424 -3.0919 3.4658 0.8533
O 2.9624 -3.5829 4.8778 -0.5762
C 3.8004 -1.6789 3.0718 -0.2162
H 3.7584 -3.9679 1.4568 0.0091
H 2.8824 -5.1869 2.1978 0.0227
H 4.2534 -4.6919 2.8468 0.0441
H 4.8174 -1.8589 3.2808 0.0513
H 3.6564 -0.8389 3.6398 0.0141
H 3.5674 -1.2109 2.1698 0.0157
C -3.3156 0.6561 -0.1902 -0.2867
S -3.1136 1.8591 -1.4422 0.7499
O -1.7076 2.3341 -1.2602 -0.5557
C -2.9206 0.9821 -2.8522 -0.3890
H -2.8966 1.1021 0.7118 0.0423
H -2.6606 -0.1539 -0.4882 0.0238
H -4.3446 0.2711 0.1168 0.0963
H -1.8206 0.2871 -2.8472 0.1308
H -2.6016 1.7361 -3.6852 0.0679
H -3.8926 0.4271 -3.4392 0.1320
C 1.2624 3.5021 -3.4932 -0.2400
S 1.4544 5.2921 -3.1042 0.7974
O 1.3624 5.9101 -4.4792 -0.5763
C -0.1066 5.5761 -2.2952 -0.2855
H 2.1534 3.2651 -4.0952 0.0616
H 0.3204 3.6241 -4.0262 0.0447
H 1.1314 3.0281 -2.5352 0.0126
H -0.1746 4.7141 -1.4112 0.1132
H -0.9266 5.4811 -2.8882 0.0058
H -0.0196 6.5451 -1.7402 0.0588
```

* 2S+1: 1
* total charge: 0
* E_LUMO: 0.0006 Eh

***

Quick one: least stable of them? one

***

one:
Formula: C2H3Br2NO2
Source: the OMol25 dataset
Level of theory: ωB97M-V/def2-TZVPD

```
10
Properties=species:S:1:pos:R:3:lowdin_charge:R:1
C 0.1411 -0.0390 -0.0197 -0.1490
C 1.6168 0.1309 0.2048 -1.0816
N 1.9699 -0.1712 1.7042 -0.5223
O 2.9243 0.3950 2.0532 0.0490
O 1.1638 -0.8736 2.2172 0.0733
Br 2.6193 -1.5155 -0.6140 0.6073
Br 2.4646 1.7042 -0.3729 0.7999
H -0.0184 -0.4239 -0.9653 0.0449
H -0.1470 -0.6460 0.7849 0.0510
H -0.3476 1.0140 0.1063 0.1275
```

* 2S+1: 1
* total charge: 0
* E_LUMO: -0.0220 Eh

***

two:
Formula: C2H3Br2NO2
Source: the OMol25 dataset
Level of theory: ωB97M-V/def2-TZVPD

```
10
Properties=species:S:1:pos:R:3:lowdin_charge:R:1
C -2.0143 -0.6911 0.2523 -0.4414
C -0.0710 -0.8521 -0.9475 0.0592
N -4.5742 0.3100 -0.7757 -1.0871
O -2.3915 -1.4922 1.0067 0.1203
O -1.3363 -0.1517 -0.5763 0.0472
Br -5.1815 -1.2517 -0.1848 0.5620
Br -4.9319 1.7819 0.2898 0.4434
H -0.2941 -1.8850 -0.9398 0.0865
H 0.7607 -0.3683 -0.2734 0.1498
H -0.0654 -0.4538 -1.8907 0.0602
```

* 2S+1: 1
* total charge: 0
* E_LUMO (alpha / beta): 0.0080 / -0.0361 Eh

***

Quick one: least stable of them? two